Computed, not measured: a 2-piece molecular cluster, C10H11ClN3 overall at a distorted geometry, with ωB97M-V with the def2-TZVPD basis set.

Each line ends with the Mulliken charge.
Atoms and positions in Å:
C  -3.540723  -0.414485  0.083956  -0.37
C  -3.230876  0.665249  -0.692397  -0.36
C  -2.583403  -1.059615  0.841803  -0.63
C  -1.958266  1.276505  -0.510104  -0.32
C  -1.384288  -0.466668  1.077051  -0.35
C  -1.156619  0.626716  0.322488  0.49
C  2.722553  0.343254  -1.487977  -0.18
C  2.311495  -0.972321  0.374187  0.45
C  1.485854  1.160363  -1.284056  -0.61
C  1.213494  1.099184  0.206349  -0.05
N  2.989905  -0.727263  -0.780924  -0.52
N  1.634759  0.075653  0.986416  -0.13
N  2.484923  -2.222085  0.849491  -0.32
Cl  1.249650  2.672175  1.073891  -0.14
H  -4.522417  -0.802053  0.026665  0.41
H  -4.038427  0.939972  -1.391677  0.33
H  -2.908888  -1.967640  1.490898  0.24
H  -1.827463  2.095260  -1.184653  0.41
H  -0.618874  -0.799792  1.747251  0.35
H  3.433041  0.595521  -2.126712  0.58
H  1.411201  2.170531  -1.708200  0.53
H  0.639087  0.821780  -1.782836  0.34
H  1.348119  0.162804  1.934091  0.32
H  2.764659  -2.965428  0.206905  0.28
H  2.081498  -2.307611  1.728093  0.23

Atomic forces in eV per Å
0.29 -0.70 -0.49
-0.25 0.29 0.35
-2.04 -2.16 2.96
-2.54 -0.12 -2.13
1.00 -0.01 -0.30
4.03 1.29 -0.02
-2.82 -2.26 3.30
0.12 0.13 0.08
1.01 0.39 1.29
-4.26 2.78 0.09
-0.58 1.98 -0.98
2.12 -2.83 -1.51
-0.41 2.50 -1.21
0.41 -0.71 -0.44
-0.78 -0.59 -0.10
0.91 0.68 0.30
0.69 1.56 -1.36
0.99 0.60 0.08
0.05 -0.63 0.33
3.01 1.19 -3.15
1.15 0.09 0.61
-1.46 -1.80 -0.99
0.03 -0.56 0.96
0.02 0.39 0.66
-0.68 -1.51 1.69

Summary:
max |F|	0.099	Eh/bohr
total charge	+1
HOMO-LUMO gap (spin up / spin down)	6.8 / 6.7	eV
energy above the lowest of the compared OMol25 structures with the same formula, charge and spin	408.7	kJ/mol
LUMO energy (spin up / spin down)	-5.094 / -5.023	eV
E_tot	-1011.7206	a.u.

---

Computed, not measured: the molecule C10H11ClO2S at a distorted geometry, with ωB97M-V with the def2-TZVPD basis set.

Each line ends with the Mulliken charge.
Atoms and positions in Å:
C  0.828004  2.865223  1.870121  -0.76
C  -0.529120  2.784143  1.843556  -0.23
C  1.562901  1.789395  1.241144  -0.59
C  -1.227088  1.680008  1.368152  -0.83
C  0.900358  0.618577  0.877107  0.52
C  -0.514921  0.608960  0.954820  0.36
C  1.686244  -0.431293  0.305123  -0.39
C  -0.488382  -1.449433  -1.058030  0.46
C  -0.317510  -0.700619  -2.349920  -1.08
C  -0.171382  -2.908692  -1.139199  -1.33
O  -2.683024  -0.382703  -0.235458  -0.65
O  -1.444807  -1.933436  1.349653  -0.68
S  -1.460165  -0.872277  0.338693  1.30
Cl  2.782909  0.187097  -0.869255  -0.15
H  1.417406  3.793865  1.977124  0.33
H  -1.030135  3.707407  2.080825  0.34
H  2.640780  1.717762  1.162767  0.39
H  -2.249507  1.717878  1.487298  0.55
H  1.595398  -1.461863  0.520108  0.52
H  -0.995853  0.208032  -2.194450  0.31
H  -0.653514  -1.119896  -3.279608  0.41
H  0.808476  -0.435228  -2.480930  0.14
H  0.641504  -3.205723  -1.841732  0.37
H  -1.073384  -3.341968  -1.743022  0.33
H  -0.025189  -3.435215  -0.184887  0.35

Atomic forces in eV per Å
2.78 -1.12 -2.63
-0.16 1.35 0.15
-1.18 0.34 1.74
1.66 0.66 1.09
-0.87 0.87 0.34
0.01 -2.13 -0.79
-0.44 0.66 -1.06
1.32 -1.00 -0.33
0.15 2.78 1.74
-1.35 -1.12 -1.13
-0.47 0.20 0.44
-0.02 1.39 -1.05
1.67 -0.55 -0.19
0.33 -1.01 -0.01
-0.77 -0.50 0.63
-0.59 -0.08 0.33
-0.05 0.71 0.10
-2.19 -0.32 -0.37
0.31 -0.79 0.02
1.40 -0.57 -0.64
-0.25 -0.96 -0.14
-1.93 -0.10 0.17
-0.11 0.84 0.59
1.12 0.23 1.35
-0.37 0.22 -0.36

Summary:
max |F|	0.078	Eh/bohr
HOMO-LUMO gap (spin up / spin down)	7.7 / 7.6	eV
energy above the lowest of the compared OMol25 structures with the same formula, charge and spin	189.5	kJ/mol
LUMO energy (spin up / spin down)	-0.481 / -0.794	eV
E_tot	-1396.3488	a.u.

---

Question: The highest energy above the lowest of the compared OMol25 structures with the same formula, charge and spin belongs to which entry?
Answer: C10H11ClN3